Here is a molecular structure, C34H38BeN6O6P2 from the Open Molecules 2025 dataset. Energies are from ωB97M-V with the def2-TZVPD basis set.

The calculation puts the total energy at -2795.5960 Ha. For the HOMO energy, the calculation gives -8.721 eV.

Structure (XYZ):
```
87
C34H38BeN6O6P2, DFT ωB97M-V with the def2-TZVPD basis set
Be -0.110 1.572 0.133
C 0.082 -4.480 2.454
C 1.037 -3.579 2.193
C 1.235 -2.779 0.940
C -0.057 -2.466 0.158
C -0.243 -3.302 -1.065
C -0.303 -4.643 -1.050
C -0.026 -5.498 0.146
C -0.809 -5.104 1.426
C -0.596 3.333 0.384
H -0.066 -4.789 3.497
H 1.748 -3.333 2.987
H 1.968 -3.263 0.275
H 1.663 -1.815 1.262
H -0.934 -2.563 0.824
H -0.033 -1.407 -0.154
H -0.341 -2.759 -2.008
H -0.505 -5.210 -1.965
H 1.057 -5.550 0.365
H -0.325 -6.517 -0.140
H -1.668 -4.466 1.166
H -1.240 -6.015 1.865
H -1.591 3.316 0.847
H -0.613 4.039 -0.462
H 0.080 3.721 1.171
P -1.181 1.515 -1.639
P 1.850 1.818 -0.615
N -1.957 0.118 -2.343
N -2.323 2.675 -2.459
N 2.759 0.560 -1.566
N 3.266 2.852 -0.394
C 0.220 1.746 -2.797
C 1.210 2.699 -2.133
C -3.260 -0.273 -1.990
C -3.785 -1.057 -3.006
C -2.773 -1.190 -4.011
C -1.661 -0.485 -3.570
C -3.003 3.720 -1.833
C -3.534 4.562 -2.805
C -3.154 4.038 -4.084
C -2.432 2.875 -3.846
C 2.794 -0.806 -1.259
C 3.125 -1.521 -2.405
C 3.325 -0.572 -3.460
C 3.174 0.684 -2.900
C 4.613 2.517 -0.598
C 5.328 3.672 -0.872
C 4.396 4.762 -0.828
C 3.151 4.247 -0.527
H -0.050 2.093 -3.805
H 0.665 0.747 -2.897
H 2.027 2.983 -2.804
H 0.736 3.625 -1.783
H -3.661 0.034 -1.039
H -4.788 -1.458 -3.047
H -2.859 -1.705 -4.955
H -0.685 -0.375 -4.013
H -3.033 3.748 -0.755
H -4.147 5.430 -2.615
H -3.391 4.461 -5.053
H -1.986 2.178 -4.542
H 2.694 -1.130 -0.230
H 3.246 -2.591 -2.479
H 3.567 -0.774 -4.493
H 3.336 1.661 -3.340
H 4.920 1.484 -0.518
H 6.384 3.722 -1.083
H 4.614 5.797 -1.009
H 2.182 4.728 -0.426
O -1.935 1.843 2.301
C -1.123 0.916 2.321
O -0.262 0.585 1.353
C -1.103 0.081 3.581
C -0.133 -0.891 3.841
C -0.142 -1.578 5.078
C -1.143 -1.376 6.026
C -2.082 -0.374 5.789
C -2.071 0.358 4.575
N -3.006 -0.057 6.851
O -2.969 -0.720 7.910
O -3.792 0.894 6.665
N 0.960 -2.440 5.487
O 2.081 -2.336 4.926
O 0.735 -3.260 6.402
H 0.596 -1.116 3.066
H -1.122 -1.923 6.961
H -2.817 1.136 4.439
```